Formula: C16H25N8O4SV
Source: the OMol25 dataset
Level of theory: ωB97M-V with the def2-TZVPD basis set

Charge   +1
Gap between HOMO and LUMO (alpha / beta)   5.22 / 4.86 eV
Multiplicity   4
Total energy   -73625.4601 eV
Maximum force   0.0966 Eh/bohr

The geometry in XYZ format:
```
55
C16H25N8O4SV | the OMol25 dataset | ωB97M-V with the def2-TZVPD basis set
V -0.1962 -0.7392 -1.5293
C -0.2525 -2.5105 -3.9230
C -0.0332 -3.3377 -2.6501
N -0.7445 -2.7131 -1.5347
C -2.2034 -2.8860 -1.5899
C -2.8736 -1.5645 -1.2040
N -2.2065 -0.4656 -1.9043
C -2.4698 -0.4226 -3.3527
C -1.1578 -0.2161 -4.1238
N -0.1201 -1.0903 -3.5872
H 0.4769 -2.8166 -4.6803
H -1.2457 -2.7009 -4.3346
H -0.3528 -4.3764 -2.8047
H 1.0296 -3.3322 -2.3947
H -0.3973 -3.1331 -0.6739
H -2.4938 -3.1763 -2.6023
H -2.5415 -3.6821 -0.9189
H -3.9483 -1.6093 -1.4257
H -2.7456 -1.3997 -0.1292
H -2.5225 0.4085 -1.4875
H -2.9425 -1.3557 -3.6641
H -3.1615 0.3858 -3.6083
H -1.3350 -0.3763 -5.1979
H -0.8260 0.8211 -3.9902
H 0.7851 -0.7594 -3.9118
N 3.0897 0.2892 -0.2299
C 3.0021 -0.6476 -1.1927
N 4.1663 -1.0904 -1.7148
O 1.9241 -1.0948 -1.6017
H 3.9751 0.6238 0.1053
H 2.2499 0.6718 0.1788
H 5.0596 -0.7425 -1.4194
H 4.1447 -1.7997 -2.4259
O 0.3528 5.9906 3.2962
S 0.6068 5.7889 4.7014
O 1.9736 5.9659 5.1330
O -0.4487 6.1595 5.6080
C 0.5344 3.9201 4.8776
N 0.7005 3.4856 6.0933
C 0.7228 2.1680 6.2396
C 0.5847 1.3177 5.1533
C 0.3915 1.9010 3.8950
N 0.3734 3.2422 3.7866
C 0.1947 1.1625 2.6643
C 0.2234 1.8465 1.4325
C 0.0176 1.1535 0.2708
N -0.2197 -0.1827 0.2172
C -0.2885 -0.8231 1.4012
C -0.0900 -0.2099 2.6134
H 0.8603 1.8025 7.2478
H 0.6425 0.2506 5.2812
H 0.4000 2.9099 1.4406
H 0.0382 1.6569 -0.7025
H -0.5258 -1.8810 1.3541
H -0.1774 -0.7867 3.5187
```



Formula: C7H8N2O2
Source: the OMol25 dataset
Level of theory: ωB97M-V with the def2-TZVPD basis set

Gap between HOMO and LUMO   9.38 eV
Multiplicity   1
SMILES   COc1ncc2c(n1)OCC2
Relative energy (zero: lowest compared OMol25 entry of this formula, charge and spin)   35.0 kcal per mole
Total energy   -14462.9413 eV
Maximum force   0.0908 Eh/bohr

The geometry in XYZ format:
```
19
C7H8N2O2 | the OMol25 dataset | ωB97M-V with the def2-TZVPD basis set
C -1.6877 -3.0210 -0.8765
O -0.8430 -2.8417 0.2553
C -0.3813 -1.5804 0.2858
N 0.3213 -1.3504 1.3847
C 0.9994 -0.2656 1.5878
C 0.8625 0.7972 0.6822
C 0.0405 0.4677 -0.4716
N -0.5537 -0.6730 -0.6996
O -0.1999 1.5102 -1.2962
C 0.4354 2.6371 -0.6597
C 1.2663 2.1650 0.5711
H -1.1523 -3.0133 -1.8029
H -2.5172 -2.2607 -0.8380
H -2.1376 -3.9758 -0.7330
H 1.6015 -0.0468 2.4533
H -0.3814 3.3231 -0.4442
H 1.0828 3.2565 -1.3416
H 0.9036 2.6883 1.4905
H 2.3406 2.1835 0.4524
```



Formula: C2H2FOS
Source: the OMol25 dataset
Level of theory: ωB97M-V with the def2-TZVPD basis set

Charge   -1
Gap between HOMO and LUMO (alpha / beta)   5.13 / 5.13 eV
Multiplicity   1
Relative energy (zero: lowest compared OMol25 entry of this formula, charge and spin)   59.3 kcal per mole
Total energy   -17705.0919 eV
Maximum force   0.0840 Eh/bohr

The geometry in XYZ format:
```
7
C2H2FOS | the OMol25 dataset | ωB97M-V with the def2-TZVPD basis set
C -0.3878 0.0630 1.5445
C 0.2996 0.0986 -1.0625
O -0.1135 1.2300 1.6857
F 0.4990 -1.2086 -1.5180
S -0.8604 -1.3905 1.9890
H 1.1635 0.8089 -1.2351
H -0.6004 0.3986 -1.4036
```



Formula: C5H11NO3
Source: the OMol25 dataset
Level of theory: ωB97M-V with the def2-TZVPD basis set

Gap between HOMO and LUMO (alpha / beta)   9.09 / 6.57 eV
Multiplicity   1
Relative energy (zero: lowest compared OMol25 entry of this formula, charge and spin)   187.4 kcal per mole
Total energy   -12988.7258 eV
Maximum force   0.0890 Eh/bohr

The geometry in XYZ format:
```
20
C5H11NO3 | the OMol25 dataset | ωB97M-V with the def2-TZVPD basis set
C 0.9607 1.6897 1.7855
C 1.1667 1.5682 0.2660
C 1.4038 0.1526 -0.3714
C 1.1573 0.1210 -1.8975
C 2.8646 -0.5050 0.0522
O 1.1257 -0.9615 0.3950
O -2.6430 -0.0407 -0.9329
N -2.9840 -0.8000 0.0035
O -3.9853 -1.5290 0.1530
H 0.6018 2.6782 2.1186
H 0.2492 0.9450 2.1881
H 1.9304 1.5094 2.2715
H 0.2383 1.8781 -0.2383
H 2.0042 2.2237 -0.0532
H 1.9620 0.6294 -2.4493
H 1.0041 -0.8742 -2.3277
H 0.1986 0.6176 -2.0927
H 3.7675 0.0117 -0.2912
H 2.9023 -0.5413 1.1342
H 2.8942 -1.5168 -0.3324
```



Formula: C8H15ClLi2NO8
Source: the OMol25 dataset
Level of theory: ωB97M-V with the def2-TZVPD basis set

Charge   -3
Gap between HOMO and LUMO   3.02 eV
Multiplicity   1
Relative energy (zero: lowest compared OMol25 entry of this formula, charge and spin)   45.3 kcal per mole
Total energy   -39341.0288 eV
Maximum force   0.0653 Eh/bohr

The geometry in XYZ format:
```
35
C8H15ClLi2NO8 | the OMol25 dataset | ωB97M-V with the def2-TZVPD basis set
Li 1.7136 -0.3041 -1.4260
Li 0.7250 -0.6600 1.2285
Cl 3.7764 -0.9346 -2.5362
C 1.5456 -2.8247 0.2430
O 1.3367 -2.5454 1.4898
O 2.3653 -3.7452 -0.1261
O 1.0823 -1.9708 -0.6149
C 2.4815 1.0863 0.9554
O 3.7157 1.2354 0.6809
O 1.4874 0.9970 0.0990
O 2.1421 0.6436 2.1244
C 0.9997 1.6960 -2.9137
O 0.4264 0.4203 -2.6959
C -0.9840 0.3115 -2.8703
C -1.7866 -0.1203 -1.6469
N -1.5188 0.6784 -0.4563
C -2.2524 0.2170 0.7113
C -1.7561 0.3382 2.1180
O -0.9813 -0.7736 2.5382
C -0.3339 -0.6065 3.7868
H 0.7161 1.9996 -3.9327
H 2.0644 1.6789 -2.7057
H 0.5493 2.4794 -2.2911
H -0.9745 -0.3664 -3.7271
H -1.3621 1.2684 -3.2478
H -1.8308 -1.2000 -1.4672
H -2.8523 0.0961 -1.8496
H -0.5762 1.0484 -0.3224
H -2.6272 -0.8057 0.5932
H -3.1631 0.8461 0.7903
H -2.6057 0.4575 2.8239
H -1.2619 1.2765 2.4207
H 0.3173 0.2719 3.8381
H 0.4027 -1.4207 3.7315
H -0.9808 -0.7684 4.6568
```



Formula: C17H22N2O5S
Source: the OMol25 dataset
Level of theory: ωB97M-V with the def2-TZVPD basis set

Gap between HOMO and LUMO   8.83 eV
Multiplicity   1
SMILES   COc1ccc(CNS(=O)(=O)NCc2ccc(OC)c(OC)c2)cc1
Relative energy (zero: lowest compared OMol25 entry of this formula, charge and spin)   65.3 kcal per mole
Total energy   -42037.6711 eV
Maximum force   0.0175 Eh/bohr

The geometry in XYZ format:
```
47
C17H22N2O5S | the OMol25 dataset | ωB97M-V with the def2-TZVPD basis set
C 3.2205 -2.8123 1.3230
O 2.8731 -2.3710 0.0303
C 2.3881 -1.1066 -0.1128
C 2.1681 -0.6823 -1.4250
C 1.6978 0.5891 -1.6809
C 1.4162 1.4635 -0.6347
C 0.8861 2.8429 -0.9134
N -0.5692 2.8002 -0.9917
S -1.1916 2.2353 -2.4461
O -2.4801 2.8379 -2.5740
O -0.2282 2.4001 -3.4909
N -1.4102 0.6184 -2.2559
C -2.4172 0.1938 -1.2997
C -1.8462 -0.1082 0.0584
C -1.8563 0.8245 1.0809
C -1.3091 0.5018 2.3073
C -0.7367 -0.7415 2.5510
O -0.2141 -0.9034 3.8035
C -0.1344 -2.1899 4.3778
C -0.7006 -1.6855 1.5077
O -0.1009 -2.8954 1.7499
C -0.1315 -3.8791 0.7422
C -1.2600 -1.3477 0.2839
C 1.6187 1.0298 0.6656
C 2.1083 -0.2367 0.9344
H 3.6195 -3.8171 1.1922
H 3.9880 -2.1726 1.7693
H 2.3478 -2.8500 1.9807
H 2.3946 -1.3651 -2.2294
H 1.5604 0.9229 -2.6994
H 1.2989 3.2163 -1.8591
H 1.1616 3.5197 -0.1024
H -1.0028 3.6918 -0.8090
H -0.5326 0.1249 -2.1900
H -3.1373 1.0113 -1.2570
H -2.9118 -0.6940 -1.7092
H -2.2982 1.7943 0.9205
H -1.3151 1.2097 3.1210
H 0.0305 -2.0205 5.4420
H 0.6961 -2.7713 3.9709
H -1.0629 -2.7486 4.2396
H -1.1571 -4.1222 0.4491
H 0.3336 -4.7597 1.1837
H 0.4424 -3.5720 -0.1371
H -1.2411 -2.0577 -0.5278
H 1.4009 1.6914 1.4901
H 2.2638 -0.5290 1.9601
```